This record from the OMol25 dataset describes an isolated molecule of C6H9N. The level of theory is ωB97M-V/def2-TZVPD.

```
! wB97M-V def2-TZVPD RIJCOSX def2/J DEFGRID3
* xyz 0 1
C 2.669 -0.303 0.326
C 1.387 0.047 0.187
C 0.243 -0.818 -0.324
C -0.986 0.043 -0.109
C -2.382 -0.407 -0.388
C -0.571 1.238 0.320
N 0.821 1.293 0.447
H 3.430 0.401 0.652
H 2.986 -1.312 0.086
H 0.399 -1.018 -1.393
H 0.195 -1.791 0.177
H -3.098 0.407 -0.233
H -2.677 -1.239 0.264
H -2.496 -0.759 -1.421
H -1.166 2.116 0.547
H 1.325 2.057 0.859
*
```

Values from the calculation:
**HOMO**: -7.17 eV
**M**: 95.14 g/mol
**SMILES**: C=C1CC(C)=CN1
**E_LUMO**: 1.02 eV
**Kohn-Sham gap**: 8.194 eV
**ΔE to the lowest compared entry with this formula, charge and spin**: 23.10 kcal per mole